This record from OMol25 describes 2 unconnected molecules or ions with the total composition C9H14 at a distorted geometry. The level of theory is ωB97M-V/def2-TZVPD.

The value obtained for the maximum force is 0.0261 hartree/bohr. Its SMILES is Cc1ccccc1.CC. Its charge is 0. As for the HOMO energy: -9.014 eV. The value obtained for the relative energy (zero: lowest compared OMol25 entry of this formula, charge and spin) is 0.412 eV. For the calculated total energy, the calculation gives -351.315045 Eh. The value obtained for the HOMO-LUMO gap is 0.3691 Eh.

Atoms and positions in Å:
1 C -2.33161 -1.17750 -1.88609
2 C -1.06428 -0.33418 -2.03618
3 H -2.24663 -1.85894 -1.04259
4 H -3.22946 -0.56056 -1.85777
5 H -2.47426 -1.80096 -2.77259
6 H -1.11373 0.38960 -1.22379
7 H -0.18855 -0.95216 -1.86191
8 H -0.91313 0.14440 -3.00080
9 C -1.15379 -0.14939 1.66036
10 C 0.25158 0.20948 1.22886
11 C 1.00369 -0.61632 0.40519
12 C 0.80570 1.39524 1.70786
13 C 2.24229 -0.22650 -0.07220
14 C 2.12693 1.70081 1.37749
15 C 2.80720 0.93505 0.44686
16 H -1.19393 -1.15550 2.07695
17 H -1.90035 -0.03729 0.87373
18 H 0.63835 -1.58962 0.09890
19 H 0.19343 2.09244 2.26277
20 H 2.79060 -0.76275 -0.83241
21 H 2.65004 2.47691 1.91601
22 H 3.75033 1.32922 0.08746
23 H -1.45042 0.54850 2.44387



This record from OMol25 describes a molecular structure, C43H42N7O8S3Ti at a distorted geometry. The level of theory is ωB97M-V/def2-TZVPD.

The value obtained for the maximum force is 0.0625 hartree/bohr. Its charge is -1. As for the HOMO energy (alpha / beta): -2.702 / -2.703 eV. The value obtained for the relative energy (zero: lowest compared OMol25 entry of this formula, charge and spin) is 0.778 eV. For the calculated total energy, the calculation gives -4693.205441 Eh. The value obtained for the HOMO-LUMO gap (alpha / beta) is 0.1297 / 0.1298 Eh.

Atoms and positions in Å:
1 Ti -1.45721 -0.98818 -1.13431
2 S -0.58975 0.19847 -3.18624
3 C -0.29892 -1.36332 -3.85368
4 S -1.14306 -2.62207 -3.04198
5 C 0.50885 -1.55729 -4.96115
6 C 0.73343 -2.81819 -5.52491
7 N 0.93554 -3.83268 -6.02952
8 C 1.17582 -0.50395 -5.59357
9 N 1.75213 0.32650 -6.14812
10 O -2.10732 -0.86916 1.21150
11 C -2.87059 -1.45992 2.24762
12 C -2.05060 -2.43559 3.08905
13 C -1.24099 -3.37110 2.19106
14 C -2.10073 -4.11523 1.21833
15 C -2.83298 -5.21768 1.65798
16 C -3.56148 -5.95364 0.74503
17 C -3.50280 -5.58923 -0.59036
18 C -2.75700 -4.47217 -0.93351
19 N -2.10623 -3.71907 -0.05334
20 H -1.20614 -0.73118 1.55806
21 H -3.70840 -1.97468 1.76243
22 H -3.27322 -0.66244 2.89268
23 H -2.72431 -3.00535 3.73089
24 H -1.36374 -1.88060 3.73032
25 H -0.70669 -4.09483 2.80649
26 H -0.49618 -2.81362 1.62309
27 H -2.81958 -5.49894 2.70125
28 H -4.14322 -6.80640 1.06269
29 H -4.01287 -6.16182 -1.34993
30 H -2.66206 -4.18869 -1.97547
31 O -6.86566 1.45145 -4.68180
32 C -6.59553 0.12351 -4.31354
33 C -5.50553 -0.07480 -3.29330
34 C -5.39972 -1.35834 -2.70959
35 C -4.32450 -1.64488 -1.91248
36 N -3.36972 -0.75880 -1.59831
37 C -3.57554 0.55420 -1.98603
38 C -4.60753 0.88481 -2.88913
39 C -2.69595 1.48947 -1.34988
40 C -2.85754 2.88319 -1.33988
41 C -1.99009 3.68380 -0.62508
42 C -2.18482 5.17451 -0.57979
43 O -2.40081 5.74496 -1.85212
44 C -0.93601 3.06735 0.07481
45 C -0.82918 1.69685 0.03877
46 N -1.66997 0.91224 -0.63887
47 H -6.05025 1.84621 -5.01093
48 H -6.34060 -0.48683 -5.20109
49 H -7.53466 -0.27181 -3.90989
50 H -6.14825 -2.10428 -2.92505
51 H -4.21054 -2.63127 -1.47568
52 H -4.68017 1.89860 -3.25487
53 H -3.67878 3.33179 -1.87640
54 H -1.31542 5.63669 -0.09028
55 H -3.08129 5.41947 0.00286
56 H -1.70242 5.43470 -2.43908
57 H -0.21861 3.65283 0.62763
58 H -0.03903 1.18353 0.57989
59 C 4.87501 2.06468 -0.27383
60 C 4.54996 1.29872 1.00027
61 C 3.25954 1.81125 1.64290
62 N 3.06209 1.28166 2.96799
63 C 2.11891 0.38623 3.32069
64 S 1.09663 -0.33369 2.21868
65 N 1.99091 0.05228 4.63568
66 C 2.62172 0.55391 5.79270
67 O 2.80307 -0.22801 6.72598
68 C 2.94438 1.97196 5.83974
69 C 2.22966 2.94806 5.12085
70 C 2.58493 4.27452 5.21717
71 C 3.63760 4.67101 6.03190
72 C 4.30124 3.72207 6.80116
73 C 3.95286 2.39523 6.72159
74 H 5.77271 1.66318 -0.73716
75 H 5.04252 3.11702 -0.05249
76 H 4.05448 1.98771 -0.98006
77 H 5.36942 1.41648 1.71327
78 H 4.44449 0.23482 0.78178
79 H 2.40463 1.52396 1.02763
80 H 3.29773 2.90586 1.70652
81 H 3.73690 1.55050 3.67113
82 H 1.50962 -0.82900 4.79125
83 H 1.39243 2.65247 4.50547
84 H 2.02947 5.01446 4.66079
85 H 3.92399 5.71075 6.08054
86 H 5.09200 4.03173 7.46632
87 H 4.45832 1.64488 7.30930
88 O 1.18921 -3.31606 0.18930
89 C 1.11360 -2.28901 -0.46067
90 O 0.06635 -1.52237 -0.48032
91 C 2.23874 -1.80946 -1.32625
92 C 3.22111 -2.69878 -1.74257
93 C 4.20558 -2.31666 -2.64827
94 C 4.14515 -1.02893 -3.12785
95 O 4.95585 -0.40770 -4.04097
96 C 4.34895 0.85007 -4.28430
97 O 3.38256 1.09306 -3.28586
98 C 3.17921 -0.11916 -2.68140
99 C 2.22582 -0.47815 -1.76664
100 H 3.19444 -3.71043 -1.36878
101 H 4.97540 -2.99586 -2.97356
102 H 3.85051 0.83503 -5.26966
103 H 5.10980 1.64128 -4.25198
104 H 1.47891 0.22132 -1.41123



This record from OMol25 describes C11H16N2OS in the gas phase at a distorted geometry. The level of theory is ωB97M-V/def2-TZVPD.

The value obtained for the maximum force is 0.0429 hartree/bohr. Its charge is 0. As for the HOMO energy (alpha / beta): -8.033 / -6.445 eV. The value obtained for the relative energy (zero: lowest compared OMol25 entry of this formula, charge and spin) is 2.945 eV. For the calculated total energy, the calculation gives -1011.620846 Eh. The value obtained for the HOMO-LUMO gap (alpha / beta) is 0.2807 / 0.2200 Eh.

Atoms and positions in Å:
1 C -2.92561 0.84707 -1.11284
2 C -3.75136 1.58049 -2.08139
3 C 1.32053 1.81400 0.91192
4 C 1.27345 0.59386 1.84928
5 C -0.67342 -0.32871 0.60415
6 C 0.82646 1.23805 -0.43165
7 C 0.83967 -0.56020 0.92044
8 C 1.49491 -0.16156 -0.39320
9 C -0.66076 0.91688 -0.23835
10 C 1.13083 -1.94121 1.47012
11 C 1.61734 -1.07360 -1.54678
12 N -4.99529 1.10070 -2.21790
13 N -1.64138 1.34351 -1.02069
14 O -3.35873 -0.10131 -0.46445
15 S -3.16745 2.86372 -2.95505
16 H 0.69354 2.63456 1.25844
17 H 2.34050 2.17943 0.79989
18 H 2.25350 0.38508 2.27765
19 H 0.56771 0.72532 2.66794
20 H -1.02945 -1.18673 0.02763
21 H -1.32614 -0.23877 1.47669
22 H 1.03613 1.87346 -1.28986
23 H 0.59696 -2.09578 2.40661
24 H 2.19487 -2.04676 1.66322
25 H 0.82909 -2.71216 0.76780
26 H 0.68453 -1.61970 -1.74217
27 H 2.38111 -1.82217 -1.33696
28 H 1.89739 -0.52999 -2.44609
29 H -5.25281 0.30975 -1.64546
30 H -5.63122 1.48502 -2.89464
31 H -1.48826 2.15444 -1.63142